Computed, not measured: a cluster of 2 separate species, C2H2BrF3 in total, with the ωB97M-V functional and the def2-TZVPD basis.

## Properties
**Gap between HOMO and LUMO (alpha / beta)**: 9.040 / 8.913 eV
**E_LUMO (alpha / beta)**: 0.31 / 0.65 eV
**Total charge**: 0
**ΔE to the lowest compared entry with this formula, charge and spin**: 452.7 kJ/mol
**Total energy**: -2950.8515 Ha
**F_max**: 3.61 eV/Å

Cartesian coordinates (Å):
C: 0.777 -1.024 -0.374
C: -1.599 0.685 0.335
F: 1.603 -0.721 0.644
F: 0.341 -2.260 -0.420
F: -1.318 1.732 -0.450
Br: -2.963 -0.495 0.044
H: 1.202 -0.452 -1.143
H: -1.175 0.986 1.354


Computed, not measured: a cluster of 7 separate species, C22H39N3O27S6 in total, with the ωB97M-V functional and the def2-TZVPD basis.

## Properties
**Gap between HOMO and LUMO**: 8.505 eV
**E_LUMO**: 0.11 eV
**Total charge**: 0
**Total energy**: -5446.3110 Ha
**SMILES**: COCCCOC(=O)N(N)c1ccccn1.O=S1(=O)OCCO1.O=S1(=O)OCCO1.O=S1(=O)OCCO1.O=S1(=O)OCCO1.O=S1(=O)OCCO1.O=S1(=O)OCCO1
**F_max**: 3.29 eV/Å

Cartesian coordinates (Å):
C: 2.418 0.625 -0.419
O: 1.743 1.614 0.387
C: 0.462 1.130 0.789
C: -0.541 0.925 -0.399
C: -1.021 2.291 -1.041
O: -2.108 1.950 -1.941
C: -3.126 2.905 -1.965
O: -3.077 3.760 -2.809
N: -4.291 2.917 -1.079
N: -4.226 3.909 -0.075
C: -4.543 1.588 -0.512
C: -4.435 1.426 0.926
C: -4.728 0.093 1.470
C: -5.108 -0.945 0.508
C: -5.125 -0.571 -0.891
N: -4.861 0.644 -1.425
H: 3.526 0.632 -0.276
H: 1.970 -0.402 -0.307
H: 2.220 0.917 -1.494
H: -0.023 1.860 1.496
H: 0.548 0.132 1.309
H: -1.493 0.408 -0.085
H: -0.140 0.319 -1.252
H: -0.170 2.828 -1.531
H: -1.425 2.962 -0.242
H: -4.447 4.795 -0.541
H: -3.269 3.999 0.294
H: -4.152 2.200 1.661
H: -4.676 -0.159 2.549
H: -5.360 -1.955 0.888
H: -5.385 -1.384 -1.616
O: -2.680 -1.565 3.939
S: -1.601 -0.671 4.191
O: -0.457 -0.592 3.353
O: -1.113 -0.888 5.715
C: -1.220 0.343 6.436
C: -2.352 1.097 5.765
O: -2.205 0.816 4.372
H: -0.273 0.879 6.336
H: -1.418 0.151 7.489
H: -2.304 2.169 5.948
H: -3.326 0.717 6.086
O: -6.585 -3.923 0.120
S: -6.189 -4.961 -0.765
O: -6.894 -5.256 -1.966
O: -6.030 -6.320 0.090
C: -4.697 -6.822 -0.044
C: -3.836 -5.598 -0.289
O: -4.630 -4.755 -1.129
H: -4.673 -7.501 -0.900
H: -4.402 -7.362 0.854
H: -2.892 -5.842 -0.771
H: -3.639 -5.059 0.642
O: -9.801 -2.552 -6.898
S: -9.937 -3.648 -6.001
O: -11.202 -4.176 -5.624
O: -9.093 -3.317 -4.667
C: -8.107 -4.332 -4.454
C: -7.772 -4.854 -5.838
O: -9.018 -4.864 -6.538
H: -8.550 -5.113 -3.834
H: -7.239 -3.919 -3.948
H: -7.337 -5.851 -5.813
H: -7.095 -4.175 -6.364
O: -0.810 7.764 0.704
S: -0.474 6.508 0.128
O: -1.216 5.317 0.379
O: 1.083 6.214 0.428
C: 1.787 6.036 -0.805
C: 1.023 6.866 -1.818
O: -0.352 6.695 -1.468
H: 1.761 4.974 -1.061
H: 2.822 6.357 -0.702
H: 1.203 6.542 -2.841
H: 1.267 7.928 -1.725
O: 5.737 2.409 1.240
S: 6.141 1.354 0.376
O: 5.445 1.031 -0.826
O: 6.297 0.011 1.258
C: 7.633 -0.493 1.143
C: 8.492 0.726 0.881
O: 7.700 1.555 0.018
H: 7.664 -1.188 0.301
H: 7.922 -1.015 2.053
H: 9.427 0.479 0.414
H: 8.682 1.283 1.803
O: 11.636 -2.721 2.180
S: 11.729 -1.486 1.487
O: 10.580 -0.709 1.145
O: 12.611 -1.717 0.157
C: 13.746 -0.845 0.173
C: 14.050 -0.620 1.641
O: 12.768 -0.534 2.271
H: 13.466 0.088 -0.321
H: 14.581 -1.298 -0.358
H: 14.625 0.288 1.812
H: 14.582 -1.472 2.071


Computed, not measured: a cluster of 2 separate species, C3H7ClOSi in total, with the ωB97M-V functional and the def2-TZVPD basis.

## Properties
**Gap between HOMO and LUMO (alpha / beta)**: 8.307 / 8.513 eV
**E_LUMO (alpha / beta)**: -1.05 / -1.40 eV
**Total charge**: 0
**ΔE to the lowest compared entry with this formula, charge and spin**: 592.9 kJ/mol
**Total energy**: -943.2815 Ha
**F_max**: 2.31 eV/Å

Cartesian coordinates (Å):
C: 0.946 -1.324 -0.114
C: -0.561 -1.431 -0.092
C: 1.469 0.058 -0.216
O: 1.670 -2.285 0.006
Si: 0.511 1.631 0.227
Cl: 3.151 0.193 -0.048
H: -0.918 -1.096 0.880
H: -0.847 -2.472 -0.233
H: -1.018 -0.815 -0.862
H: 1.154 -0.341 -2.219
H: 1.334 2.770 -0.157
H: 0.366 1.565 1.687
H: -0.803 1.646 -0.405


Computed, not measured: a cluster of 2 separate species, C5H6 in total, with the ωB97M-V functional and the def2-TZVPD basis.

## Properties
**Gap between HOMO and LUMO**: 8.606 eV
**E_LUMO**: -0.24 eV
**Total charge**: 0
**ΔE to the lowest compared entry with this formula, charge and spin**: 546.0 kJ/mol
**Total energy**: -193.8725 Ha
**F_max**: 1.66 eV/Å

Cartesian coordinates (Å):
C: 0.309 0.146 -0.920
C: -2.464 0.073 0.228
C: 2.330 -0.113 0.733
C: -1.413 -0.705 0.323
C: 1.411 0.027 -0.179
H: 0.130 -0.633 -1.657
H: -0.294 1.066 -0.904
H: -2.302 0.873 -0.461
H: -3.419 -0.068 0.687
H: 3.352 0.125 0.597
H: 2.359 -0.791 1.552